A molecular structure, C30H37AuBrCl2N4O2Si. Source: the Open Molecules 2025 dataset; level of theory: ωB97M-V/def2-TZVPD.

XYZ file:
```
78
Properties=species:S:1:pos:R:3:forces:R:3:mulliken_charge:R:1
Au 1.1180 -2.2324 -1.7927 -0.01 -0.14 -0.28 1.12
Cl 7.6498 -2.8390 -4.0130 0.00 -0.02 0.02 -0.14
C 6.1904 -3.0521 -3.1514 0.00 -0.07 0.08 0.14
C 5.1181 -2.2601 -3.4527 0.09 0.03 -0.02 -0.75
C 3.9058 -2.4248 -2.7573 0.07 -0.01 -0.05 0.29
N 2.7834 -1.7208 -2.9887 -0.29 0.39 -0.16 -0.32
C 2.6213 -0.6728 -3.8721 -0.14 -0.08 0.15 0.40
O 3.4803 -0.1671 -4.5526 0.02 0.06 -0.10 -0.66
C 1.1846 -0.1546 -3.9346 0.17 -0.24 0.12 0.36
C 0.8897 0.8913 -4.7850 0.01 0.04 -0.04 -0.46
C -0.4195 1.3424 -4.8589 -0.04 -0.02 0.02 -0.46
C -1.3905 0.7256 -4.0855 0.02 0.04 -0.05 -0.65
C -1.0168 -0.3118 -3.2501 0.05 0.04 -0.01 -0.05
N 0.2424 -0.7390 -3.1747 0.10 0.02 0.06 -0.27
C 3.8167 -3.4428 -1.7139 0.02 -0.05 -0.01 0.28
C 4.9411 -4.2366 -1.4265 0.11 -0.03 0.03 -0.77
C 6.1017 -4.0517 -2.1249 0.00 0.07 -0.07 0.16
Cl 7.4556 -5.0272 -1.7621 0.01 0.02 -0.02 -0.14
N 2.6231 -3.5513 -1.1050 -0.36 -0.06 0.41 -0.34
C 2.2815 -4.3760 -0.0553 -0.15 0.12 -0.12 0.42
O 3.0074 -5.1484 0.5213 0.04 -0.10 0.08 -0.66
C 0.8170 -4.2384 0.3664 0.18 0.14 -0.20 0.41
C 0.3460 -5.0199 1.4005 0.03 -0.04 0.05 -0.52
C -0.9807 -4.8952 1.7835 -0.05 0.01 -0.01 -0.42
C -1.7945 -3.9941 1.1161 0.03 -0.01 0.00 -0.76
C -1.2530 -3.2404 0.0893 0.07 -0.03 0.06 0.12
N 0.0240 -3.3596 -0.2742 0.04 -0.03 0.03 -0.27
H 5.2004 -1.5046 -4.2179 -0.02 -0.05 0.03 0.74
H 1.6896 1.3258 -5.3678 -0.01 0.00 0.00 0.49
H -0.6791 2.1623 -5.5153 0.00 -0.01 0.00 0.47
H -2.4246 1.0388 -4.1212 0.02 0.00 0.01 0.46
H -1.7380 -0.8093 -2.6184 -0.01 -0.02 0.05 0.29
H 4.8861 -4.9846 -0.6510 -0.01 0.03 -0.05 0.74
H 1.0298 -5.7035 1.8834 -0.01 0.00 0.00 0.49
H -1.3743 -5.4958 2.5927 0.00 0.01 -0.01 0.46
H -2.8347 -3.8672 1.3801 0.00 0.00 0.00 0.48
H -1.8458 -2.5144 -0.4477 0.00 0.04 -0.01 0.22
C -3.5460 0.2537 0.6681 -0.07 0.00 0.07 -1.59
C -3.0568 1.7016 0.8342 0.07 0.00 0.00 2.48
C -3.9819 2.4235 1.8294 -0.04 0.05 -0.03 -1.76
C -3.2120 2.3704 -0.5386 -0.09 0.01 0.02 -2.23
Si -1.2373 1.8057 1.4414 -0.07 -0.06 -0.03 -0.61
Br -0.1376 0.2302 0.1637 0.00 0.05 0.03 -0.12
C -0.3667 3.4548 1.0142 0.08 -0.09 -0.04 2.29
C -0.1850 3.6481 -0.5006 0.00 0.08 -0.02 -1.83
C -1.1754 4.6399 1.5695 0.02 0.04 -0.02 -1.69
C 1.0464 3.4956 1.6203 -0.04 0.06 0.00 -2.02
C -0.9929 1.1961 3.2387 0.05 -0.05 -0.04 2.42
C -1.9071 -0.0007 3.5410 0.07 -0.01 0.09 -2.00
C -1.3311 2.3223 4.2302 -0.05 -0.02 0.04 -1.83
C 0.4455 0.7118 3.5007 -0.06 0.05 0.09 -1.71
H -4.5847 0.2731 0.3214 0.01 0.01 0.02 0.56
H -3.5196 -0.3184 1.5949 -0.01 0.03 -0.10 0.34
H -2.9580 -0.2792 -0.0809 0.02 0.00 -0.02 -0.06
H -5.0038 2.4193 1.4361 0.02 0.00 0.01 0.53
H -3.6972 3.4671 1.9837 -0.02 -0.07 0.00 0.30
H -4.0081 1.9345 2.8022 -0.02 -0.01 0.01 0.32
H -4.2373 2.2200 -0.8931 0.01 0.00 0.01 0.63
H -2.5353 1.9348 -1.2761 0.03 -0.02 -0.05 0.31
H -3.0359 3.4449 -0.5042 -0.04 -0.03 0.02 0.33
H -1.1261 3.7051 -1.0421 0.07 0.01 -0.01 0.31
H 0.4173 2.8523 -0.9407 0.01 -0.01 0.00 0.34
H 0.3449 4.5924 -0.6664 -0.01 -0.03 0.01 0.53
H -2.1509 4.7423 1.0902 0.05 -0.01 -0.01 0.30
H -0.6220 5.5648 1.3775 -0.02 -0.01 0.01 0.53
H -1.3324 4.5723 2.6469 -0.01 0.02 -0.03 0.29
H 1.6656 2.6664 1.2723 -0.02 -0.02 0.01 0.34
H 1.0378 3.4892 2.7083 -0.01 0.00 0.06 0.34
H 1.5352 4.4237 1.3067 -0.02 -0.02 0.01 0.58
H -2.9640 0.2584 3.5318 -0.02 0.01 0.01 0.32
H -1.6733 -0.3747 4.5435 -0.01 0.02 -0.02 0.61
H -1.7405 -0.8203 2.8394 0.01 -0.04 -0.02 0.29
H -2.3370 2.7262 4.0862 0.08 -0.03 0.01 0.31
H -0.6247 3.1484 4.1728 0.05 0.04 0.00 0.33
H -1.2814 1.9246 5.2489 0.00 0.01 -0.02 0.54
H 0.6794 -0.1777 2.9167 0.00 -0.01 -0.03 0.28
H 0.5340 0.4454 4.5598 -0.01 0.01 -0.04 0.53
H 1.2033 1.4617 3.2888 0.01 0.02 -0.01 0.31
```
Positions in Å, forces in eV/Å.

* ⟨S²⟩: 2.02
* gap between HOMO and LUMO (spin up / spin down): 7.65 / 6.26 eV
* 2S+1: 3
* HOMO level (spin up / spin down): -10.91 / -11.69 eV
* DFT total energy: -5454.3256 Eh
* total charge: +1



A single C4H5NOS molecule in a non-equilibrium geometry. Source: the Open Molecules 2025 dataset; level of theory: ωB97M-V/def2-TZVPD.

XYZ file:
```
12
Properties=species:S:1:pos:R:3:forces:R:3:mulliken_charge:R:1
C -0.9657 -0.5551 0.3347 1.95 -0.16 -3.83 -0.59
C -0.2677 -1.7802 0.2450 1.91 -1.80 -0.55 0.11
C 0.2385 1.4285 0.1661 -0.62 1.49 -0.73 -0.13
C -0.5571 0.4724 -0.6909 0.48 -1.69 -1.13 -0.26
N 1.4984 1.5512 0.1643 -2.06 0.14 1.09 -0.19
O 0.7505 -1.9643 -0.5095 -2.97 -0.01 2.02 -0.50
S 2.8736 0.8987 -0.0099 1.65 -0.57 -0.62 -0.09
H -1.2918 -0.3298 1.2546 -1.96 0.96 3.07 0.51
H -0.6901 -2.5758 0.9631 1.01 0.60 -1.01 0.28
H -0.3774 2.1319 0.7611 0.58 -0.21 -0.23 0.34
H 0.1857 -0.1697 -1.3190 -1.30 1.58 0.57 0.24
H -1.3971 0.8922 -1.3597 1.33 -0.31 1.34 0.30
```
Positions in Å, forces in eV/Å.

* gap between HOMO and LUMO (spin up / spin down): 7.62 / 6.41 eV
* HOMO level (spin up / spin down): -8.40 / -8.21 eV
* DFT total energy: -683.4439 Eh



2 unconnected molecules or ions with the total composition C9H10N2O3 in a non-equilibrium geometry. Source: the Open Molecules 2025 dataset; level of theory: ωB97M-V/def2-TZVPD.

XYZ file:
```
24
Properties=species:S:1:pos:R:3:forces:R:3:mulliken_charge:R:1
C -3.1589 0.2363 0.9515 -2.71 0.15 0.33 -0.15
C -2.1631 0.7351 1.7482 0.67 0.55 0.32 -0.72
C -2.9077 -0.6447 -0.0808 -0.07 -0.24 0.73 -0.56
C -0.8990 0.2931 1.5141 2.69 -1.07 -1.82 -0.31
C -1.5908 -1.0723 -0.3440 -1.63 -2.47 -2.51 -0.10
C -0.5632 -0.5943 0.4159 1.09 0.47 1.11 1.00
C 1.5358 0.7869 -1.9966 -0.60 1.13 -0.41 -0.87
C 0.9162 -1.0224 0.2471 -1.51 1.39 2.30 -0.70
C 2.3273 0.4160 -0.7960 -2.69 -0.43 -1.75 -0.35
N 1.1580 -2.2223 -0.2247 2.38 -2.33 -2.35 -0.02
N 2.2254 1.2971 0.2586 0.41 1.77 -0.34 0.94
O 2.7773 0.9973 1.3044 0.00 0.34 0.80 -0.59
O 2.2257 -2.7192 -0.6922 -2.59 1.72 1.59 -0.43
O 1.6077 2.3607 0.0237 0.62 -0.76 1.56 -0.62
H -4.2427 0.4677 1.2447 1.67 -0.21 -0.75 0.25
H -2.3385 1.4929 2.4986 -0.15 -0.22 0.21 0.39
H -3.8183 -1.0687 -0.4979 0.59 -0.16 -0.59 0.33
H 0.0042 0.5754 2.0503 -0.49 0.46 0.46 0.33
H -1.5094 -1.9579 -1.1470 0.32 2.30 1.81 0.20
H 2.1332 0.7898 -2.9370 -0.49 -0.32 0.66 0.32
H 0.6460 0.1223 -2.0390 0.58 0.34 -0.54 0.18
H 1.1449 1.8324 -1.8036 0.42 -1.40 -0.64 0.35
H 1.4719 -0.7339 1.1680 0.23 -0.29 -0.85 0.44
H 3.0180 -0.3673 -0.8662 1.27 -0.70 0.69 0.67
```
Positions in Å, forces in eV/Å.

* gap between HOMO and LUMO (spin up / spin down): 7.55 / 7.04 eV
* HOMO level (spin up / spin down): -9.07 / -9.26 eV
* DFT total energy: -683.8761 Eh



A single C4H9NO molecule. Source: the Open Molecules 2025 dataset; level of theory: ωB97M-V/def2-TZVPD.

XYZ file:
```
15
Properties=species:S:1:pos:R:3:forces:R:3:mulliken_charge:R:1
C 0.5162 0.3884 -1.7207 0.06 0.08 -0.21 -0.97
N 0.4759 -0.2118 -0.4082 -0.07 0.06 -0.08 -0.06
C -0.2887 -1.4450 -0.4000 -0.05 -0.15 0.00 -0.96
C -0.0172 0.7210 0.5825 0.07 -0.12 0.12 -0.04
C 0.1571 0.1368 1.9461 -0.05 0.21 0.00 -0.72
O -0.4046 0.9379 2.8289 0.30 -0.34 -0.17 -0.31
H -0.4838 0.6928 -2.0862 0.10 -0.04 0.02 0.35
H 0.9407 -0.3223 -2.4367 -0.07 0.10 0.07 0.33
H 1.1574 1.2771 -1.7002 -0.10 -0.12 -0.03 0.30
H 0.1540 -2.1590 -1.1023 -0.06 0.12 0.09 0.32
H -0.2583 -1.8837 0.6025 -0.01 0.07 -0.18 0.30
H -1.3489 -1.2919 -0.6851 0.13 0.01 0.02 0.34
H -1.0726 1.0360 0.4172 0.10 -0.07 0.02 0.28
H 0.5943 1.6382 0.5556 -0.09 -0.11 0.03 0.35
H -0.2019 0.5031 3.6647 -0.25 0.29 0.32 0.48
```
Positions in Å, forces in eV/Å.

* gap between HOMO and LUMO: 9.40 eV
* HOMO level: -8.48 eV
* DFT total energy: -287.6909 Eh



2 unconnected molecules or ions with the total composition C7H14 in a non-equilibrium geometry. Source: the Open Molecules 2025 dataset; level of theory: ωB97M-V/def2-TZVPD.

XYZ file:
```
21
Properties=species:S:1:pos:R:3:forces:R:3:mulliken_charge:R:1
C -0.3838 0.7730 2.1060 0.08 0.09 0.17 -1.22
C -0.7669 0.3741 0.7265 -0.30 0.64 0.60 -0.63
C 0.0835 -0.4984 0.0063 0.04 0.07 -1.88 1.36
C 1.0590 -1.3445 0.5916 0.65 -0.27 0.42 -1.32
C -0.4390 -0.9383 -1.4130 -0.33 -0.39 0.46 -0.80
C 0.5753 0.0835 -1.4520 0.44 0.31 0.33 0.13
C 0.3117 1.5178 -1.8295 -0.01 -0.07 -0.09 -1.41
H -1.0548 1.5274 2.5267 0.11 -0.12 -0.07 0.35
H -0.3584 -0.0851 2.7962 -0.05 0.13 -0.11 0.29
H 0.6477 1.1766 2.1112 -0.22 -0.03 0.03 0.30
H -1.4984 -1.6542 1.4614 0.19 -0.48 0.11 0.01
H -1.5504 0.9126 0.2050 0.11 -0.10 0.08 0.40
H 1.3351 -1.2431 1.6343 -0.04 -0.05 -0.13 0.32
H 1.6824 -1.9761 -0.0326 -0.11 0.10 0.07 0.31
H -0.9208 -2.1558 1.4859 -0.52 0.12 0.11 0.06
H -0.1875 -1.9620 -1.6658 -0.05 0.13 -0.06 0.28
H -1.4694 -0.6495 -1.5983 0.12 -0.05 -0.02 0.25
H 1.5904 -0.2473 -1.6440 -0.11 0.03 -0.03 0.33
H 0.9255 2.2053 -1.2406 -0.07 -0.09 -0.07 0.30
H -0.7378 1.7887 -1.6978 0.14 -0.02 -0.03 0.29
H 0.5723 1.6494 -2.8871 -0.06 0.04 0.13 0.41
```
Positions in Å, forces in eV/Å.

* gap between HOMO and LUMO (spin up / spin down): 7.35 / 7.65 eV
* HOMO level (spin up / spin down): -6.79 / -6.95 eV
* DFT total energy: -274.9237 Eh



A gas-phase ion, C2H5N2O2S (charge +1) in a non-equilibrium geometry. Source: the Open Molecules 2025 dataset; level of theory: ωB97M-V/def2-TZVPD.

XYZ file:
```
12
Properties=species:S:1:pos:R:3:forces:R:3:mulliken_charge:R:1
C 1.2248 0.7456 -0.3245 -3.56 -1.89 0.85 -0.48
C -0.3250 0.2006 0.1381 4.34 0.49 -1.21 0.82
N -0.6039 -1.0317 -0.2172 -0.17 -0.47 0.05 0.00
N -1.1115 0.9409 0.8639 -0.39 -0.17 0.04 -0.34
O 3.5546 0.6729 -1.1719 1.03 0.06 -0.37 -0.40
O -1.8468 -1.5699 0.0704 -0.07 0.50 -0.19 -0.42
S 2.4324 -0.1930 -0.9397 -1.76 1.00 0.90 0.43
H 1.3455 1.8040 -0.1549 0.23 0.14 -0.08 0.28
H -0.0516 -1.5084 -0.9195 -0.19 0.04 -0.01 0.25
H -0.8590 1.8651 1.1770 0.12 -0.04 -0.07 0.25
H -2.0179 0.5700 1.1306 0.07 0.13 0.00 0.26
H -1.7415 -2.4962 0.3476 0.33 0.21 0.09 0.37
```
Positions in Å, forces in eV/Å.

* gap between HOMO and LUMO: 9.02 eV
* HOMO level: -14.34 eV
* DFT total energy: -737.0170 Eh
* total charge: +1